The following is a quantum chemistry calculation of a 3-piece molecular cluster, C14H14F16N2O4S overall, from the Open Molecules 2025 dataset.

The geometry in XYZ format:
```
51
Properties=species:S:1:pos:R:3:mulliken_charge:R:1
F 1.641 -4.476 1.216 -0.213
C 2.968 -4.603 1.012 0.072
F 3.559 -4.850 2.202 -0.264
C 3.555 -3.307 0.437 0.894
F 3.425 -2.312 1.335 -0.248
F 4.889 -3.572 0.290 -0.331
C 3.068 -2.852 -0.945 -0.768
O 2.089 -1.834 -0.971 -0.320
C 0.751 -2.094 -0.965 0.752
F 0.480 -3.410 -1.031 -0.311
F 0.215 -1.519 -2.071 -0.311
C 0.055 -1.440 0.239 0.363
F 0.571 -1.950 1.380 -0.283
F -1.259 -1.739 0.193 -0.295
H 3.156 -5.444 0.340 0.279
H 3.945 -2.394 -1.401 0.409
H 2.788 -3.708 -1.560 0.324
H 0.192 -0.359 0.220 0.265
F -0.944 1.947 -2.815 -0.238
C 0.341 1.552 -2.888 0.125
F 0.736 1.156 -1.655 -0.281
C 1.242 2.708 -3.335 0.923
F 1.220 3.687 -2.411 -0.277
F 2.503 2.174 -3.356 -0.319
C 1.014 3.286 -4.737 -0.799
O 0.268 4.483 -4.813 -0.388
C -1.087 4.497 -4.961 0.804
F -1.604 3.265 -5.113 -0.287
F -1.373 5.197 -6.086 -0.305
C -1.770 5.249 -3.806 0.184
F -1.505 4.637 -2.637 -0.210
F -3.106 5.231 -4.011 -0.255
H 0.426 0.704 -3.571 0.279
H 2.009 3.565 -5.079 0.430
H 0.635 2.523 -5.418 0.332
H -1.415 6.280 -3.772 0.249
N -0.672 -1.778 4.790 -0.515
C -0.310 -0.464 4.268 0.021
C -1.566 0.350 4.039 0.553
O -1.866 0.898 3.015 -0.566
O -2.346 0.402 5.160 -0.299
C -3.718 0.121 5.004 -0.346
N -4.044 -1.028 5.841 -0.254
C -4.859 -1.855 5.546 0.456
S -5.900 -2.983 5.243 -0.379
H -0.139 -2.504 4.330 0.212
H -0.529 -1.854 5.786 0.206
H 0.375 0.097 4.914 0.255
H 0.153 -0.569 3.289 0.000
H -4.306 0.966 5.363 0.304
H -3.953 -0.078 3.957 0.370
```

E_tot: -2948.3882 a.u.
charge: 0
highest occupied orbital energy: -9.35 eV
orbital gap: 9.83 eV
lowest unoccupied orbital energy: 0.018 hartree
SMILES: FC(F)C(F)(F)COC(F)(F)C(F)F.FC(F)C(F)(F)COC(F)(F)C(F)F.NCC(=O)OCN=C=S